a) Computed, not measured: a cluster of 3 separate species, C2H10N2O2 in total, with ωB97M-V with the def2-TZVPD basis set.

Values from the calculation:
- orbital gap (alpha / beta) (eV) = 3.13 / 8.10

```
! wB97M-V def2-TZVPD RIJCOSX def2/J DEFGRID3
* xyz -1 2
C 0.4100 -1.5222 -0.3283
C -0.2228 -0.7251 -1.1903
N 0.3961 0.2989 -1.9434
N -0.1780 -2.6008 0.3568
H 1.4775 -1.4081 -0.1965
H -1.2855 -0.8555 -1.3529
H 1.3943 0.3305 -1.7944
H 0.0227 1.2137 -1.7196
H 0.1747 -2.6912 1.3010
H -1.1853 -2.5363 0.3892
H 0.0110 3.7585 0.3793
H -0.0771 2.2545 0.6713
O -0.1783 2.9172 -0.0477
H 0.0774 0.0975 1.2513
H -0.8029 0.5968 2.3893
O -0.0339 0.8715 1.8349
*
```



b) Computed, not measured: a cluster of 3 separate species, C2H10N2O2 in total, with ωB97M-V with the def2-TZVPD basis set.

Values from the calculation:
- orbital gap (alpha / beta) (eV) = 8.06 / 5.64

```
! wB97M-V def2-TZVPD RIJCOSX def2/J DEFGRID3
* xyz -1 2
C 0.1784 0.0801 -1.5454
N 0.6160 -1.4184 0.9148
C -0.3341 -0.3617 0.7794
N -0.8447 -0.2018 -0.5446
H 1.0930 0.4549 -1.0500
H 0.5126 -0.8085 -2.0137
H -0.2058 0.8372 -2.2245
H 3.5502 0.1216 0.4416
H -1.2041 -0.4776 1.4222
H 0.1438 0.5558 1.1423
H 1.6214 -1.0598 0.7984
H -1.6544 0.5829 -0.4960
O 2.6085 0.1171 0.2679
H 0.4147 -2.1899 0.2918
H -3.1390 2.0529 0.1489
O -2.3395 1.5292 0.2644
*
```



Which of them is the most stable? Correct choice: a).



a) Computed, not measured: a cluster of 3 separate species, C2H9N2 in total, with ωB97M-V with the def2-TZVPD basis set.

Values from the calculation:
- orbital gap (alpha / beta) (eV) = 10.24 / 5.26

```
! wB97M-V def2-TZVPD RIJCOSX def2/J DEFGRID3
* xyz 0 2
C -5.6225 -2.5581 1.3745
H -6.5004 -2.9285 1.8485
H -4.8572 -2.0275 0.7965
H 0.0228 5.5892 4.9930
H -0.1067 4.8810 5.1691
N 2.5260 -0.3648 -0.7559
C 2.5690 -0.0727 -2.0842
N 1.4660 -0.5620 -2.7929
H 1.7402 -0.6403 -0.1691
H 3.2580 -0.4243 -0.0622
H 3.4902 0.3455 -2.4946
H 1.1510 -0.1707 -3.6644
H 0.8636 -1.0667 -2.1582
*
```



b) Computed, not measured: a cluster of 2 separate species, C2H9N2 in total, with ωB97M-V with the def2-TZVPD basis set.

Values from the calculation:
- orbital gap (alpha / beta) (eV) = 5.96 / 10.28

```
! wB97M-V def2-TZVPD RIJCOSX def2/J DEFGRID3
* xyz 0 2
N 0.9453 -0.7717 -1.8056
H 0.2407 -1.3137 -2.2827
H 1.5962 -1.3721 -1.3221
H 1.4125 -0.1619 -2.4584
H 0.0776 0.1726 -0.5480
C -0.1255 -0.5288 1.3855
C -1.0318 1.6042 0.4704
N -0.3962 0.4041 0.3328
H -0.5154 -1.5182 1.1737
H -0.5387 -0.2364 2.3596
H 0.9337 -0.4470 1.6808
H -1.1639 2.2165 -0.3945
H -1.4346 1.9524 1.4085
*
```



Which of them is the most stable? Correct choice: b).



a) Computed, not measured: the molecule C13H21NO4, with ωB97M-V with the def2-TZVPD basis set.

Values from the calculation:
- SMILES = Cc1ccc(NC[C@@H](O)[C@H](O)[C@@H](O)CO)cc1C
- orbital gap (eV) = 8.29

```
! wB97M-V def2-TZVPD RIJCOSX def2/J DEFGRID3
* xyz 0 1
C -4.7436 -1.6433 -0.3440
C -3.5583 -0.7264 -0.3521
C -2.5624 -0.8677 -1.3053
C -1.4553 -0.0404 -1.3372
C -1.3126 0.9722 -0.3896
N -0.2684 1.8843 -0.3986
C 1.0246 1.5951 -0.9562
C 1.9153 0.7185 -0.0466
O 1.1861 -0.3799 0.4636
C 3.1548 0.2487 -0.8582
O 2.8038 -0.8466 -1.6701
C 4.4037 -0.0681 -0.0003
O 5.0220 1.1049 0.4664
C 4.1142 -1.0377 1.1674
O 3.2769 -2.1067 0.8038
C -2.3190 1.1152 0.5675
C -3.4296 0.2919 0.5979
C -4.4815 0.4895 1.6466
H -4.6696 -2.3719 -1.1474
H -5.6681 -1.0807 -0.4727
H -4.8118 -2.1790 0.6028
H -2.6500 -1.6468 -2.0497
H -0.7206 -0.1865 -2.1152
H -0.2307 2.4482 0.4394
H 0.8998 1.0825 -1.9117
H 1.5411 2.5406 -1.1440
H 2.2264 1.2945 0.8330
H 0.7202 -0.7885 -0.2801
H 3.4380 1.0632 -1.5369
H 2.9436 -1.6543 -1.1493
H 5.1337 -0.5260 -0.6775
H 4.4676 1.5115 1.1428
H 3.6768 -0.4716 2.0014
H 5.0588 -1.4685 1.5091
H 2.3607 -1.7762 0.8552
H -2.2231 1.8997 1.3069
H -5.4478 0.6903 1.1851
H -4.2289 1.3231 2.2969
H -4.5871 -0.4069 2.2570
*
```



b) Computed, not measured: the molecule C13H21NO4, with ωB97M-V with the def2-TZVPD basis set.

Values from the calculation:
- SMILES = Cc1ccc(NC[C@@H](O)[C@H](O)[C@@H](O)CO)cc1C
- orbital gap (eV) = 8.34

```
! wB97M-V def2-TZVPD RIJCOSX def2/J DEFGRID3
* xyz 0 1
C -5.6452 -0.0886 -0.8779
C -4.2012 -0.1346 -0.4785
C -3.3786 -1.1589 -0.9194
C -2.0443 -1.2321 -0.5644
C -1.4897 -0.2552 0.2576
N -0.1471 -0.2268 0.6040
C 0.6964 -1.3895 0.4880
C 2.1449 -1.0261 0.8316
O 2.9376 -2.1845 0.9858
C 2.7443 -0.1172 -0.2712
O 2.9602 -0.8834 -1.4341
C 4.0800 0.4882 0.1957
O 5.0652 -0.5292 0.2163
C 4.5821 1.5730 -0.7657
O 5.8027 2.1092 -0.3371
C -2.3188 0.7755 0.7045
C -3.6530 0.8507 0.3493
C -4.5022 1.9775 0.8549
H -5.8925 -0.9325 -1.5170
H -5.8675 0.8309 -1.4192
H -6.2906 -0.1196 0.0000
H -3.7903 -1.9285 -1.5574
H -1.4461 -2.0508 -0.9305
H 0.0403 0.3323 1.4251
H 0.3753 -2.2135 1.1472
H 0.6737 -1.7387 -0.5489
H 2.1817 -0.5122 1.7983
H 2.8905 -2.6680 0.1488
H 2.0219 0.6687 -0.5107
H 3.8970 -1.1394 -1.4249
H 3.9634 0.9264 1.1973
H 4.7415 -1.2397 0.7933
H 3.8682 2.3977 -0.7994
H 4.6772 1.1415 -1.7724
H 6.3947 1.3670 -0.1605
H -1.8976 1.5378 1.3471
H -4.9188 2.5449 0.0234
H -3.9197 2.6526 1.4767
H -5.3355 1.5952 1.4440
*
```



Which of them is the most stable? Correct choice: b).



a) Computed, not measured: a cluster of 9 separate species, C44H113N7O14 in total, with ωB97M-V with the def2-TZVPD basis set.

Values from the calculation:
- SMILES = COC[C@H](C)N.COC[C@H](C)N.COCCNCCOC.COCCNCCOC.COCCNCCOC.COCCNCCOC.COCCNCCOC.CC(C)O.CC(C)O
- orbital gap (eV) = 8.96

```
! wB97M-V def2-TZVPD RIJCOSX def2/J DEFGRID3
* xyz 0 1
C 5.7469 1.0632 4.9818
O 5.2341 1.7502 3.8803
C 5.4412 1.0678 2.6675
C 4.7067 1.8364 1.5798
C 3.1921 1.8735 1.7749
N 4.9510 1.2611 0.2345
H 6.8244 0.8646 4.9857
H 5.2520 0.0848 5.0809
H 5.5049 1.5829 5.9089
H 6.5081 0.9383 2.4536
H 5.0260 0.0472 2.7009
H 5.0757 2.8633 1.5149
H 2.7974 0.8514 1.8048
H 2.7042 2.4134 0.9627
H 2.8328 2.3071 2.7148
H 4.3256 1.7916 -0.3751
H 4.4814 0.3523 0.2873
C 4.0863 -4.3551 -4.2499
O 4.6733 -3.5730 -3.2519
C 3.7696 -3.0116 -2.2996
C 4.4947 -2.0953 -1.3456
C 5.5945 -2.7604 -0.5614
N 3.5438 -1.4434 -0.4110
H 3.8053 -5.3598 -3.9153
H 4.8257 -4.4849 -5.0387
H 3.2047 -3.8899 -4.6971
H 3.0101 -2.4225 -2.8301
H 3.2697 -3.8692 -1.8277
H 4.8168 -1.2149 -1.9129
H 6.2562 -3.3257 -1.2172
H 5.2357 -3.4593 0.2042
H 6.1659 -2.0577 0.0501
H 2.5928 -1.4721 -0.7869
H 3.4052 -2.0459 0.4039
C -0.4879 2.1634 2.7335
O -0.6581 2.3601 4.1183
C -1.4764 1.3192 4.6259
C -1.4102 1.3034 6.1461
N -1.9578 2.5436 6.6777
C -1.7489 2.7246 8.1068
C -2.4147 4.0161 8.5268
O -1.5792 5.0711 8.0208
C -2.2170 6.3361 8.1491
H -1.3818 2.5652 2.2390
H -0.3589 1.1179 2.4447
H 0.3639 2.7154 2.3359
H -0.9722 0.3799 4.3747
H -2.5180 1.3729 4.3022
H -0.3168 1.2678 6.2907
H -1.9451 0.4497 6.5581
H -1.6600 3.3258 6.1117
H -0.6824 2.7942 8.3528
H -2.2472 1.8849 8.5970
H -2.3607 4.1194 9.6191
H -3.4184 4.1206 8.1114
H -2.7880 6.6330 7.2639
H -1.4324 7.0858 8.2460
H -2.8793 6.3194 9.0151
C 4.2845 1.1628 -4.0451
O 2.9816 1.6926 -4.1407
C 2.2138 1.6336 -2.9583
C 2.1603 2.9635 -2.1899
N 3.4906 3.3187 -1.7071
C 3.3952 4.5808 -0.9510
C 4.7530 5.1259 -0.5674
O 5.3182 5.8207 -1.6592
C 6.4484 6.5798 -1.2400
H 4.2668 0.0756 -3.8925
H 4.8442 1.6169 -3.2244
H 4.8323 1.3089 -4.9748
H 2.5026 0.7684 -2.3498
H 1.2005 1.3909 -3.3043
H 1.5560 2.8087 -1.2892
H 1.6334 3.7005 -2.8092
H 4.1353 3.4242 -2.4815
H 2.7443 4.4879 -0.0807
H 2.9000 5.3218 -1.5924
H 5.4391 4.3961 -0.1271
H 4.5591 5.8362 0.2530
H 6.0936 7.3490 -0.5509
H 6.9087 6.9597 -2.1456
H 7.1694 5.9558 -0.7044
C -6.9825 -6.6372 -5.0284
O -5.7673 -5.9413 -4.8211
C -5.7844 -4.5754 -5.2036
C -4.4409 -3.9917 -4.7393
N -4.1466 -4.2045 -3.3233
C -5.1690 -3.6940 -2.4077
C -4.6616 -3.8068 -0.9867
O -5.6449 -3.4403 -0.0599
C -5.2347 -3.4869 1.2800
H -6.7462 -7.6940 -4.8924
H -7.4052 -6.4901 -6.0237
H -7.6662 -6.3856 -4.2104
H -6.5986 -3.9707 -4.7949
H -5.8060 -4.5585 -6.2984
H -4.5038 -2.9277 -4.9887
H -3.6108 -4.4261 -5.2939
H -4.0321 -5.2086 -3.2380
H -6.0790 -4.2796 -2.5822
H -5.3835 -2.6586 -2.6833
H -3.7622 -3.2024 -0.8249
H -4.3459 -4.8505 -0.8358
H -4.9154 -4.5095 1.5318
H -6.0586 -3.1919 1.9215
H -4.3501 -2.8553 1.4385
C 1.6624 5.9079 2.2061
O 1.1356 5.5935 0.9262
C -0.2436 5.2538 0.9116
C -0.6216 5.0159 -0.5337
N -2.0403 4.6511 -0.5891
C -2.1622 3.1925 -0.5512
C -3.6059 2.7530 -0.4814
O -3.5896 1.3460 -0.4065
C -4.8493 0.7524 -0.2008
H 2.7217 6.0472 2.0005
H 1.5648 5.0342 2.8620
H 1.1740 6.7609 2.6798
H -0.8283 6.0550 1.3872
H -0.4285 4.4274 1.6144
H 0.0684 4.2844 -0.9712
H -0.3969 5.9079 -1.1228
H -2.5350 5.0706 -1.3620
H -1.5544 2.7982 0.2644
H -1.7481 2.6895 -1.4377
H -4.1040 3.0382 -1.4218
H -4.2002 3.2558 0.2889
H -5.3511 1.0631 0.7199
H -4.7885 -0.3356 -0.1757
H -5.4823 1.0037 -1.0606
C -1.5211 -5.8271 0.4069
O -1.6018 -5.3134 -0.8959
C -0.3430 -4.8319 -1.3449
C -0.4386 -4.4355 -2.8057
N -1.2144 -3.2038 -2.9735
C -1.0888 -2.5809 -4.3000
C 0.2747 -1.9724 -4.6447
O 0.1484 -1.3731 -5.8911
C 1.3394 -0.8325 -6.4011
H -0.9503 -5.1738 1.0801
H -0.9649 -6.7757 0.4236
H -2.5237 -5.9980 0.7927
H 0.3751 -5.6626 -1.2816
H 0.0514 -4.0357 -0.7101
H -0.8318 -5.3177 -3.3225
H 0.5942 -4.2195 -3.0888
H -2.2145 -3.3885 -2.8808
H -1.8263 -1.7780 -4.3438
H -1.2811 -3.3126 -5.0951
H 0.9955 -2.8031 -4.6381
H 0.6157 -1.2945 -3.8506
H 1.7768 -0.0966 -5.7110
H 1.1007 -0.2834 -7.3089
H 2.1017 -1.6029 -6.5632
C -2.7111 -0.9286 2.3664
C -2.6499 -2.4399 2.1442
C -1.3974 -3.0799 2.7724
O -3.7944 -3.0011 2.7687
H -3.6282 -0.5326 1.9357
H -1.7968 -0.4568 2.0109
H -2.7011 -0.7672 3.4431
H -2.6330 -2.6355 1.0678
H -1.4411 -4.1123 2.4126
H -1.3869 -3.0177 3.8582
H -0.4669 -2.6576 2.3879
H -3.6494 -3.9185 3.0132
C -1.6229 -1.3020 -0.2832
C -0.3590 -0.6683 -0.8781
C 0.4319 0.0681 0.1882
O 0.5191 -1.6431 -1.4367
H -2.0426 -0.6681 0.5034
H -1.4265 -2.2648 0.1940
H -2.4117 -1.4113 -1.0240
H -0.6518 0.0493 -1.6549
H 0.8946 -0.6432 0.8768
H -0.1932 0.7900 0.7184
H 1.2544 0.6503 -0.2340
H -0.0493 -2.2525 -1.9901
*
```



b) Computed, not measured: a cluster of 9 separate species, C44H113N7O14 in total, with ωB97M-V with the def2-TZVPD basis set.

Values from the calculation:
- SMILES = COC[C@H](C)N.COC[C@H](C)N.COCCNCCOC.COCCNCCOC.COCCNCCOC.COCCNCCOC.COCCNCCOC.CC(C)O.CC(C)O
- orbital gap (eV) = 9.05

```
! wB97M-V def2-TZVPD RIJCOSX def2/J DEFGRID3
* xyz 0 1
C -11.9639 -5.3538 -24.3690
O -12.9461 -5.9750 -23.5726
C -14.2458 -5.8855 -24.1084
C -14.5155 -6.7771 -25.3265
C -15.8670 -6.5284 -25.9747
N -14.3958 -8.2171 -25.0025
H -12.0788 -4.2675 -24.4150
H -11.9438 -5.7314 -25.3965
H -10.9704 -5.5877 -23.9846
H -14.9859 -6.0082 -23.3132
H -14.5559 -4.8889 -24.4633
H -13.7033 -6.7129 -26.0556
H -15.9877 -7.2589 -26.7731
H -15.9524 -5.5402 -26.4442
H -16.7800 -6.4558 -25.3772
H -14.9599 -8.3375 -24.1536
H -13.4996 -8.2171 -24.5079
C -7.8273 -5.4638 -24.9271
O -8.4715 -4.2181 -24.8283
C -7.5351 -3.2276 -24.5187
C -8.3379 -2.1466 -23.7129
C -9.7035 -1.7697 -24.3954
N -7.6131 -0.8437 -23.6553
H -7.3663 -5.7511 -23.9824
H -7.1714 -5.3495 -25.8059
H -8.4528 -6.2632 -25.3331
H -6.6303 -3.5468 -23.9881
H -7.1035 -2.8805 -25.4711
H -8.5738 -2.5560 -22.7308
H -9.5402 -1.0248 -25.1707
H -10.2706 -1.2791 -23.5959
H -10.3305 -2.6212 -24.6650
H -8.3624 -0.3299 -23.1964
H -7.6615 -0.5196 -24.6175
C -4.2035 -1.7939 -25.6755
O -2.9873 -1.8863 -26.3499
C -3.0744 -2.3332 -27.6981
C -1.6655 -2.6317 -28.1628
N -0.9228 -1.3839 -28.1501
C 0.5160 -1.6349 -28.4164
C 1.3287 -0.3542 -28.3459
O 2.0016 -0.2998 -27.0889
C 2.7209 0.9298 -27.0138
H -4.6442 -2.7939 -25.5613
H -4.8654 -1.1522 -26.2711
H -4.0236 -1.3605 -24.6931
H -3.6522 -1.6034 -28.2723
H -3.6117 -3.2902 -27.6268
H -1.7029 -3.1349 -29.1276
H -1.2667 -3.2404 -27.3414
H -1.0527 -0.9359 -27.2513
H 0.5458 -2.0766 -29.4118
H 0.8810 -2.3354 -27.6574
H 0.6609 0.4923 -28.5256
H 2.0892 -0.4191 -29.1302
H 3.3372 0.8504 -26.1193
H 1.9633 1.7116 -26.9048
H 3.3802 1.2260 -27.8341
C -7.2807 -2.3751 -20.1285
O -8.6891 -2.6612 -20.1335
C -9.3211 -2.1992 -18.9226
C -10.7651 -2.6249 -19.0144
N -11.3933 -1.6654 -19.9356
C -12.8211 -1.6940 -20.1364
C -13.2714 -0.9965 -21.3889
O -14.6201 -0.5958 -21.3466
C -14.8612 0.6548 -20.7265
H -6.8906 -2.7854 -19.1915
H -7.1877 -1.2886 -20.1480
H -6.8581 -2.9376 -20.9559
H -9.1550 -1.1323 -18.7802
H -8.8274 -2.7687 -18.1256
H -11.2266 -2.4382 -18.0366
H -11.0258 -3.6716 -19.1973
H -10.8886 -1.7471 -20.8121
H -13.3161 -1.2391 -19.2756
H -13.0468 -2.7576 -20.3082
H -13.2603 -1.6726 -22.2474
H -12.6477 -0.1240 -21.6360
H -14.4574 0.6928 -19.7130
H -15.9400 0.7885 -20.6531
H -14.4884 1.4139 -21.4202
C -11.0565 -7.6108 -27.6824
O -11.5173 -8.3483 -26.5613
C -10.8047 -9.4839 -26.1627
C -11.0750 -9.6299 -24.6878
N -10.2898 -8.5311 -24.0392
C -10.3479 -8.8511 -22.6077
C -9.3605 -8.1146 -21.7488
O -9.6671 -6.7253 -21.6388
C -8.6029 -5.9139 -21.1371
H -11.5913 -6.6652 -27.7126
H -11.0312 -8.2574 -28.5624
H -10.0314 -7.3372 -27.3933
H -9.7070 -9.5038 -26.2378
H -11.0565 -10.2289 -26.9351
H -10.6965 -10.6359 -24.4686
H -12.0929 -9.6720 -24.2942
H -10.9151 -7.7756 -24.3111
H -10.2100 -9.9243 -22.4869
H -11.3593 -8.5936 -22.2631
H -8.3519 -8.2641 -22.1530
H -9.3408 -8.4902 -20.7205
H -8.1987 -6.2821 -20.1926
H -9.1371 -4.9793 -20.9700
H -7.8363 -5.7825 -21.9013
C -13.1665 -0.9439 -25.0772
O -12.7788 -0.9576 -26.4506
C -12.7015 0.3326 -27.0322
C -11.3710 1.0994 -26.8463
N -10.2111 0.5010 -27.4541
C -9.9628 0.8278 -28.8782
C -8.4867 0.9808 -29.3111
O -7.8779 -0.3094 -29.3939
C -7.0032 -0.5575 -28.2956
H -13.9794 -0.2530 -24.8544
H -12.2490 -0.6699 -24.5448
H -13.3504 -1.9706 -24.7661
H -13.5225 0.9542 -26.6646
H -12.7807 0.0920 -28.0948
H -11.2155 1.1840 -25.7597
H -11.4952 2.1742 -27.0010
H -10.2125 -0.5011 -27.3105
H -10.4710 1.7874 -29.0041
H -10.4487 0.1090 -29.5418
H -8.0583 1.7079 -28.6154
H -8.4266 1.5158 -30.2606
H -7.5613 -0.8014 -27.3871
H -6.3762 0.3027 -28.0709
H -6.4683 -1.4768 -28.5378
C -6.6185 -8.6367 -25.5073
O -5.3439 -8.0467 -25.3700
C -4.4326 -8.7444 -24.5604
C -3.0352 -8.1424 -24.5994
N -3.0788 -6.7074 -24.4675
C -1.8143 -6.0065 -24.6260
C -1.4221 -5.7900 -26.0986
O -1.1679 -6.9951 -26.7908
C -0.0623 -7.7277 -26.2859
H -7.1307 -8.2953 -26.4048
H -7.2086 -8.2219 -24.6788
H -6.6484 -9.7193 -25.3721
H -4.3683 -9.8228 -24.7380
H -4.8084 -8.6732 -23.5284
H -2.5427 -8.5493 -25.4921
H -2.4347 -8.5554 -23.7802
H -3.8188 -6.3940 -25.0865
H -1.0620 -6.4653 -23.9896
H -1.9322 -4.9400 -24.3938
H -0.5631 -5.1329 -26.3015
H -2.2511 -5.3939 -26.6955
H 0.8258 -7.1012 -26.1492
H 0.1029 -8.5398 -26.9884
H -0.2108 -8.1454 -25.2860
C -4.0092 -4.3366 -21.8628
C -3.6568 -4.6910 -20.3964
C -5.0016 -4.8712 -19.6650
O -3.0200 -5.9677 -20.4259
H -4.4182 -5.1735 -22.4346
H -3.0795 -4.1512 -22.4112
H -4.6029 -3.4326 -21.9983
H -2.9853 -3.9477 -19.9709
H -5.1144 -5.1371 -18.6166
H -5.5515 -5.6167 -20.2506
H -5.6596 -4.0202 -19.8784
H -3.2315 -6.3547 -21.2814
C -8.8039 3.0373 -24.6231
C -7.8574 2.7789 -25.7719
C -6.3826 3.1625 -25.5570
O -7.8357 1.3612 -26.0473
H -9.8733 2.9685 -24.8224
H -8.6190 4.0860 -24.3549
H -8.5843 2.4777 -23.7139
H -8.1341 3.3324 -26.6764
H -5.8835 2.5767 -26.3267
H -5.9710 2.8721 -24.5911
H -6.3592 4.2455 -25.6757
H -8.7151 1.1333 -26.4298
*
```



Which of them is the most stable? Correct choice: a).